1.
{
  "formula": "C21H24N4OS2Tc",
  "method": "ωB97M-V/def2-TZVPD",
  "e_lumo_ev": [-7.7014, -7.6802],
  "s_squared": 0.755,
  "e_above_lowest_kcal_mol": 5.1,
  "total_charge": 2,
  "multiplicity": 2,
  "symbols": ["Tc", "S", "C", "N", "C", "C", "N", "C", "C", "C", "C", "C", "C", "C", "C", "S", "C", "C", "C", "C", "C", "C", "C", "H", "H", "H", "H", "H", "H", "H", "H", "H", "H", "H", "H", "H", "H", "H", "H", "H", "H", "O", "C", "N", "C", "C", "N", "H", "H", "H", "H", "H", "H"],
  "coordinates": [[-2.042, 1.079, -2.445], [0.256, 0.601, -2.661], [0.769, 0.269, -1.054], [1.977, -0.131, -0.793], [2.343, -0.507, 0.586], [1.740, 0.508, 1.508], [0.279, 0.478, 1.304], [-0.542, 0.494, 2.538], [-0.367, -0.812, 3.271], [-0.748, -2.008, 2.665], [-0.576, -3.209, 3.334], [-0.028, -3.219, 4.612], [0.345, -2.031, 5.219], [0.179, -0.826, 4.548], [-0.200, 0.415, 0.098], [-1.889, 0.474, -0.218], [3.075, -0.209, -1.789], [4.088, 0.869, -1.494], [3.717, 2.210, -1.557], [4.645, 3.199, -1.276], [5.948, 2.852, -0.937], [6.321, 1.519, -0.879], [5.391, 0.525, -1.155], [3.426, -0.541, 0.665], [1.937, -1.503, 0.783], [2.095, 1.514, 1.270], [1.954, 0.290, 2.550], [-1.576, 0.693, 2.266], [-0.186, 1.331, 3.140], [-1.192, -2.004, 1.674], [-0.877, -4.137, 2.867], [0.100, -4.157, 5.136], [0.764, -2.037, 6.216], [0.466, 0.104, 5.027], [2.650, -0.128, -2.786], [3.517, -1.201, -1.689], [2.706, 2.488, -1.841], [4.359, 4.241, -1.334], [6.673, 3.626, -0.724], [7.337, 1.249, -0.624], [5.686, -0.518, -1.117], [-2.146, 2.683, -2.525], [-7.096, -0.664, -1.732], [-6.242, -0.514, -2.927], [-6.905, -0.393, -4.244], [-5.048, -0.049, -2.788], [-3.962, 0.347, -2.665], [-7.821, -1.446, -1.941], [-7.612, 0.270, -1.514], [-6.485, -0.961, -0.885], [-7.640, -1.189, -4.317], [-6.168, -0.512, -5.033], [-7.395, 0.576, -4.332]],
  "forces_ev_per_angstrom": [[-0.183, 0.032, 0.117], [-0.284, -0.103, 0.055], [0.076, 0.077, -0.066], [-0.083, -0.068, 0.035], [-0.047, -0.030, 0.041], [0.044, 0.017, -0.034], [0.046, 0.117, -0.079], [-0.050, 0.111, 0.044], [-0.012, 0.002, 0.009], [0.023, 0.000, 0.007], [0.004, 0.006, -0.005], [-0.004, -0.003, -0.001], [-0.006, 0.015, 0.000], [0.026, -0.018, -0.018], [-0.089, -0.094, 0.017], [0.020, -0.273, 0.029], [0.008, -0.093, -0.067], [0.005, -0.004, -0.011], [0.010, -0.006, 0.021], [-0.006, -0.005, 0.006], [-0.001, 0.003, -0.004], [-0.002, -0.014, -0.008], [-0.012, 0.019, 0.032], [0.008, 0.129, -0.058], [0.076, -0.023, 0.027], [0.040, 0.000, 0.065], [-0.084, -0.107, -0.006], [0.006, -0.034, -0.030], [0.023, -0.001, -0.016], [-0.013, 0.001, 0.006], [-0.002, 0.003, 0.002], [0.000, 0.002, -0.001], [-0.002, -0.001, -0.002], [-0.007, 0.000, 0.003], [-0.018, 0.036, 0.015], [-0.011, 0.000, 0.017], [0.004, 0.000, -0.017], [0.002, -0.003, -0.004], [-0.001, -0.002, -0.001], [-0.001, 0.002, -0.002], [0.002, 0.001, -0.009], [-0.001, 0.441, -0.171], [0.020, -0.047, -0.004], [-0.001, 0.269, -0.014], [0.025, -0.056, -0.003], [-0.075, -0.112, -0.016], [0.550, -0.174, 0.106], [0.010, -0.008, 0.012], [-0.017, -0.009, -0.015], [-0.004, 0.011, 0.003], [0.012, -0.006, -0.012], [-0.003, 0.011, -0.001], [-0.020, -0.012, 0.009]],
  "lowdin_spin": [0.7603, 0.0357, 0.0036, -0.0027, 0.0001, 0.0012, 0.0186, 0.0006, 0.0008, 0.0007, 0.0001, 0.0002, 0.0001, 0.0002, 0.0073, 0.0083, 0.0005, -0.0002, 0.0000, 0.0000, 0.0000, 0.0000, 0.0001, 0.0000, -0.0001, 0.0007, 0.0000, -0.0002, 0.0002, 0.0008, 0.0000, 0.0000, 0.0000, 0.0000, 0.0005, 0.0000, 0.0000, 0.0000, 0.0000, 0.0000, 0.0000, 0.1220, 0.0014, 0.0032, 0.0008, 0.0165, 0.0186, 0.0000, 0.0001, 0.0001, 0.0002, 0.0000, 0.0000]
}

=====

2.
{
  "formula": "C21H24N6OS",
  "method": "ωB97M-V/def2-TZVPD",
  "e_lumo_ev": 0.4689,
  "e_above_lowest_kcal_mol": 94.1,
  "symbols": ["C", "C", "C", "C", "N", "N", "N", "N", "C", "C", "C", "C", "C", "C", "S", "N", "C", "C", "C", "C", "C", "N", "C", "C", "C", "C", "C", "C", "O", "H", "H", "H", "H", "H", "H", "H", "H", "H", "H", "H", "H", "H", "H", "H", "H", "H", "H", "H", "H", "H", "H", "H", "H"],
  "coordinates": [[3.572, -2.414, -2.464], [2.385, -2.136, -1.539], [2.346, -3.209, -0.446], [1.092, -2.104, -2.355], [2.596, -0.824, -0.939], [3.665, -0.095, -1.268], [3.602, 1.005, -0.648], [2.516, 1.062, 0.105], [1.876, -0.076, -0.059], [0.569, -0.422, 0.576], [0.516, 0.029, 2.015], [1.444, 0.672, 2.772], [1.024, 0.894, 4.103], [-0.212, 0.403, 4.354], [-0.893, -0.347, 2.966], [-0.497, 0.059, -0.302], [-0.566, 1.500, -0.524], [-0.963, 2.325, 0.673], [-2.290, 2.471, 1.060], [-2.584, 3.181, 2.213], [-1.536, 3.739, 2.926], [-0.273, 3.652, 2.541], [0.002, 2.967, 1.447], [-1.789, -0.577, -0.095], [-2.616, -0.497, -1.338], [-3.846, 0.041, -1.578], [-4.124, -0.194, -2.948], [-3.041, -0.855, -3.436], [-2.127, -1.046, -2.471], [3.664, -1.632, -3.213], [3.424, -3.367, -2.965], [4.499, -2.450, -1.899], [1.421, -3.186, 0.123], [2.429, -4.191, -0.906], [3.180, -3.081, 0.241], [0.247, -1.768, -1.762], [1.199, -1.422, -3.196], [0.879, -3.097, -2.741], [0.469, -1.515, 0.579], [2.392, 1.003, 2.393], [1.623, 1.405, 4.834], [-0.781, 0.433, 5.261], [0.417, 1.827, -0.868], [-1.286, 1.650, -1.334], [-3.083, 2.048, 0.460], [-3.605, 3.303, 2.544], [-1.709, 4.294, 3.839], [1.045, 2.923, 1.164], [-1.609, -1.632, 0.140], [-2.362, -0.145, 0.736], [-4.485, 0.532, -0.873], [-5.004, 0.093, -3.484], [-2.808, -1.229, -4.413]],
  "forces_ev_per_angstrom": [[-0.060, 0.048, 0.061], [-0.031, -0.738, -0.443], [-0.003, 0.168, -0.046], [0.146, -0.030, 0.147], [-0.376, 1.001, 0.828], [0.527, -0.662, -0.698], [0.640, 0.727, -0.099], [-0.759, -0.010, 0.479], [0.476, -0.340, -0.319], [-0.180, -0.161, -0.115], [-0.153, -0.319, 0.356], [0.043, -0.216, -0.060], [-0.124, -0.069, 0.218], [-0.171, -0.176, -0.204], [0.487, 0.205, 0.037], [-0.053, -0.143, 0.060], [0.091, 0.140, -0.128], [-0.199, 0.162, -0.007], [0.197, 0.130, 0.041], [-0.007, -0.007, -0.034], [-0.347, 0.007, 0.039], [0.367, 0.265, 0.293], [-0.122, -0.024, -0.302], [0.046, -0.080, -0.359], [-0.676, 0.370, 0.601], [0.554, -0.242, 0.254], [0.336, -0.268, -0.375], [-0.791, 0.299, -0.296], [0.472, -0.148, 0.166], [0.039, -0.009, -0.066], [-0.108, -0.115, 0.012], [0.099, -0.026, -0.014], [-0.071, -0.032, 0.064], [-0.027, -0.085, -0.050], [0.072, -0.009, 0.041], [-0.066, 0.012, 0.024], [-0.017, 0.086, -0.070], [-0.002, -0.133, -0.046], [0.039, 0.212, -0.066], [0.086, 0.046, -0.077], [0.077, 0.114, 0.154], [-0.071, 0.053, 0.233], [-0.159, 0.038, -0.077], [0.112, 0.056, 0.018], [-0.071, -0.055, -0.064], [-0.071, 0.033, 0.055], [-0.115, 0.037, 0.065], [0.057, -0.083, -0.109], [0.000, 0.029, 0.074], [-0.046, -0.107, -0.126], [-0.061, 0.105, 0.228], [-0.146, 0.026, -0.193], [0.123, -0.087, -0.101]],
  "nbo_charge": [-0.6055, 0.1246, -0.6103, -0.6120, -0.1919, -0.0648, -0.0624, -0.3284, 0.3522, -0.1283, -0.2043, -0.2434, -0.2440, -0.4011, 0.4086, -0.4357, -0.2568, -0.0936, -0.1725, -0.2644, 0.0332, -0.4217, 0.0568, -0.2918, 0.3376, -0.3310, -0.3137, 0.0895, -0.4179, 0.2307, 0.2120, 0.2256, 0.2053, 0.2228, 0.2231, 0.2308, 0.2195, 0.2150, 0.2294, 0.2521, 0.2292, 0.2362, 0.2295, 0.2170, 0.2075, 0.2158, 0.1898, 0.2153, 0.2149, 0.2096, 0.2272, 0.2304, 0.2042]
}

=====

3.
{
  "formula": "C21H24O13S",
  "method": "ωB97M-V/def2-TZVPD",
  "e_lumo_ev": -1.7717,
  "symbols": ["C", "C", "C", "O", "O", "C", "C", "C", "C", "C", "C", "O", "S", "O", "O", "H", "H", "H", "H", "H", "H", "H", "H", "H", "H", "H", "H", "H", "H", "H", "H", "C", "C", "C", "O", "C", "C", "C", "O", "O", "O", "H", "H", "H", "H", "C", "C", "C", "O", "C", "C", "C", "O", "O", "O", "H", "H", "H", "H"],
  "coordinates": [[1.350, -3.990, -1.955], [2.661, -3.872, -2.258], [3.665, -3.026, -1.564], [4.743, -3.364, -1.173], [3.243, -1.742, -1.544], [4.293, -0.802, -1.252], [3.739, 0.618, -1.306], [4.620, 1.572, -0.503], [4.175, 1.828, 0.945], [2.705, 2.259, 1.089], [1.794, 1.277, 1.823], [2.275, -0.096, 1.676], [1.137, -1.158, 2.144], [1.724, -2.058, 3.102], [1.113, -1.984, 0.736], [0.562, -3.855, -2.693], [1.025, -4.275, -0.957], [3.089, -4.425, -3.096], [4.756, -1.023, -0.289], [5.070, -0.896, -2.016], [2.698, 0.598, -0.973], [3.715, 0.925, -2.355], [5.651, 1.207, -0.479], [4.627, 2.547, -1.000], [4.792, 2.654, 1.311], [4.431, 0.977, 1.579], [2.277, 2.436, 0.100], [2.659, 3.195, 1.646], [0.791, 1.307, 1.405], [1.729, 1.523, 2.886], [1.622, -1.511, 0.054], [-3.930, 2.876, -0.854], [-2.672, 2.444, -0.684], [-1.708, 3.136, 0.253], [-0.583, 2.674, 0.355], [-2.159, 4.310, 0.967], [-3.418, 4.742, 0.796], [-4.389, 4.039, -0.122], [-5.512, 4.502, -0.195], [-3.917, 5.804, 1.405], [-2.186, 1.386, -1.315], [-4.628, 2.389, -1.520], [-1.458, 4.807, 1.622], [-4.844, 5.882, 1.101], [-1.270, 1.251, -1.006], [-3.715, -1.253, -0.117], [-4.812, -1.968, 0.169], [-4.740, -3.414, 0.601], [-5.797, -3.965, 0.852], [-3.442, -4.043, 0.690], [-2.340, -3.330, 0.406], [-2.413, -1.880, -0.017], [-1.359, -1.319, -0.256], [-1.117, -3.821, 0.484], [-6.043, -1.484, 0.099], [-3.758, -0.221, -0.433], [-3.400, -5.079, 0.995], [-0.486, -3.094, 0.280], [-6.635, -2.218, 0.361]],
  "forces_ev_per_angstrom": [[0.252, -0.068, 0.092], [-0.533, -0.226, -0.081], [-0.122, -1.081, 0.799], [0.627, -0.078, -0.018], [0.007, 0.185, 0.001], [0.230, 0.516, 0.053], [0.060, -0.577, -0.250], [-0.414, 0.381, 0.158], [0.354, 0.252, 0.173], [0.020, -0.410, -0.056], [-0.028, -0.068, 0.021], [-0.059, 0.227, -0.044], [-0.122, -0.292, 0.225], [0.038, 0.104, -0.079], [0.391, -0.029, -0.011], [0.186, -1.599, -0.395], [-0.070, 1.604, 0.392], [-0.313, 1.190, -0.867], [-0.222, -0.093, 0.041], [0.014, -0.230, 0.108], [0.093, 0.162, 0.162], [-0.088, 0.029, 0.055], [0.002, 0.062, -0.160], [0.104, -0.090, -0.069], [0.067, -0.123, 0.019], [-0.251, -0.051, -0.031], [0.049, 0.158, 0.053], [-0.109, 0.026, -0.145], [-0.002, 0.202, 0.084], [0.143, -0.163, -0.003], [0.019, -0.156, -0.069], [-0.105, -0.001, -0.012], [-0.062, -0.018, -0.070], [0.036, 0.228, 0.139], [-0.155, -0.101, -0.223], [0.083, -0.014, 0.036], [0.098, 0.063, 0.085], [-0.009, -0.174, -0.139], [0.005, 0.094, 0.055], [-0.029, -0.018, -0.020], [0.070, 0.160, -0.007], [0.019, -0.019, -0.010], [-0.018, 0.010, 0.011], [-0.014, -0.027, -0.017], [-0.026, -0.103, 0.066], [0.061, 0.106, -0.003], [0.009, 0.120, -0.039], [0.154, -0.168, 0.028], [-0.079, 0.075, -0.034], [-0.070, -0.088, 0.003], [-0.003, -0.128, 0.103], [-0.248, 0.184, -0.080], [-0.126, 0.042, -0.091], [0.007, 0.101, -0.081], [0.000, -0.029, 0.013], [-0.026, -0.040, 0.001], [0.036, 0.005, 0.014], [0.054, 0.012, 0.098], [0.014, -0.035, 0.017]],
  "nbo_charge": [-0.3368, -0.2947, 0.7487, -0.5662, -0.5243, -0.0736, -0.4259, -0.3909, -0.4030, -0.4309, -0.0864, -0.7443, 1.7497, -0.9107, -0.9336, 0.2041, 0.2100, 0.2351, 0.1996, 0.1900, 0.2031, 0.2092, 0.2100, 0.2034, 0.2087, 0.2184, 0.2099, 0.2216, 0.2090, 0.1819, 0.5231, -0.4206, 0.3920, 0.4665, -0.5675, -0.3891, 0.3284, 0.4743, -0.5326, -0.6195, -0.6420, 0.2469, 0.2437, 0.5101, 0.5166, -0.4034, 0.3353, 0.4716, -0.5434, -0.4236, 0.4000, 0.4654, -0.5592, -0.6594, -0.6267, 0.2419, 0.2448, 0.5259, 0.5094]
}

=====

| no. | DFT total energy (eV) |
| --- | --- |
| 1 | -54029.2330 |
| 2 | -43987.9312 |
| 3 | -59615.3776 |